A structure of composition C21H16N4O3PdS5. Source: OMol25; level of theory: wB97M-V/def2-TZVPD.

XYZ file:
```
50
Properties=species:S:1:pos:R:3:forces:R:3
Pd 0.7290 -0.6067 -1.2328 0.2 -0.3 -0.2
N 0.9100 0.7676 2.9576 0.0 0.0 0.0
C 0.6288 -0.2097 3.9079 0.0 0.0 -0.1
C 0.4475 0.1414 5.2398 0.0 0.0 0.0
C 0.1667 -0.8459 6.1617 0.0 0.0 0.0
C 0.0614 -2.1893 5.7743 0.0 0.0 0.0
C 0.2367 -2.5470 4.4597 0.0 0.0 0.0
C 0.5229 -1.5538 3.5132 0.0 -0.1 0.0
S 0.7163 -2.0091 1.8740 0.0 0.1 0.0
N 1.0431 -0.6156 1.0792 0.0 -0.2 0.2
C 1.1110 0.5548 1.6462 0.0 0.1 0.1
C 1.3998 1.7341 0.7828 0.0 0.0 0.0
C 1.8734 2.9309 1.2893 0.0 0.0 0.0
C 2.0498 3.9981 0.4151 0.0 0.0 0.0
C 1.7392 3.8293 -0.9190 0.0 0.0 0.0
C 1.2969 2.5843 -1.3495 0.1 -0.1 0.0
N 1.1475 1.5558 -0.5214 -0.1 0.0 0.0
H 0.9023 1.7257 3.2791 0.0 0.0 0.0
H 0.5280 1.1766 5.5469 0.0 0.0 0.0
H 0.0256 -0.5783 7.1999 0.0 0.0 0.0
H -0.1606 -2.9453 6.5141 0.0 0.0 0.0
H 0.1529 -3.5800 4.1463 0.0 0.0 0.0
H 2.1406 3.0483 2.3312 0.0 0.0 0.0
H 2.4248 4.9441 0.7810 0.0 0.0 0.0
H 1.8440 4.6379 -1.6282 0.0 0.0 0.0
H 1.0514 2.3990 -2.3875 0.0 0.0 0.0
C 4.5951 -1.1172 -4.1067 0.0 0.0 0.0
O 3.8266 -1.3629 -2.8914 0.0 0.0 0.0
C 2.8902 -2.2462 -2.9499 -0.2 -0.2 -0.3
S 2.3262 -3.1376 -4.2188 0.1 0.1 0.1
S 1.9200 -2.6821 -1.6029 0.0 0.1 0.0
H 5.3466 -0.3909 -3.8224 0.0 0.0 0.0
H 3.9334 -0.7237 -4.8752 0.0 0.0 0.0
H 5.0561 -2.0488 -4.4283 0.0 0.0 0.0
O -1.8734 -1.2693 0.6363 -0.2 0.1 0.0
S -2.4263 -1.8024 -0.5882 0.1 -0.2 0.0
O -2.9874 -3.1085 -0.5955 0.1 -0.1 0.1
N -1.1671 -1.6691 -1.7191 -0.3 0.5 0.3
C -1.4639 -0.7194 -2.5924 0.3 0.0 -0.1
S -0.1512 -0.0550 -3.4544 -0.1 0.1 -0.1
C -2.8346 -0.1900 -2.5376 0.0 -0.1 0.0
C -3.4703 0.6836 -3.4049 0.0 0.0 0.0
C -4.7796 1.0420 -3.1146 0.0 0.0 0.0
C -5.4281 0.5478 -1.9848 0.0 0.0 0.0
C -4.7905 -0.3257 -1.1092 0.0 0.0 0.0
C -3.4900 -0.6664 -1.4115 -0.1 0.0 -0.1
H -2.9648 1.0601 -4.2843 0.0 0.0 0.0
H -5.3092 1.7109 -3.7788 0.0 0.0 0.0
H -6.4495 0.8430 -1.7871 0.0 0.0 0.0
H -5.2975 -0.7193 -0.2393 0.0 0.0 0.0
```
Forces are in eV/Å.

Properties
HOMO level (alpha / beta), Eh: -0.5052 / -0.5204
2S+1: 5
Total charge: +2
Energy relative to the best compared isomer or geometry (same formula, charge and spin), eV: 1.067
Lowest unoccupied orbital energy (alpha / beta), eV: -6.72 / -8.56

Calculated atomic charges, method Mulliken, unit e: 0.135, -0.012, 0.385, -0.807, -0.565, -0.751, -0.675, 1.059, 0.145, -0.135, 0.973, 0.069, -0.678, -0.479, -0.842, -0.120, 0.172, 0.207, 0.434, 0.429, 0.431, 0.442, 0.402, 0.464, 0.433, 0.430, -0.852, -0.284, 0.543, 0.019, -0.122, 0.256, 0.398, 0.412, -0.526, 1.046, -0.612, -0.589, 1.146, -0.321, 0.484, -0.764, -0.595, -0.500, -0.777, 0.322, 0.433, 0.419, 0.422, 0.495